Arrangement i

Molecular formula: C6H15O2
Method: DFT, ωB97M-V with the def2-TZVPD basis set

E_LUMO (spin up / spin down) = 0.86 / -2.37 eV
Charge = 0
Expectation value of S² = 0.754
Molar mass = 119.2 g mol⁻¹
Multiplicity = 2
Highest occupied orbital energy (spin up / spin down) = -9.64 / -9.60 eV

Positions of all 23 atoms, in Å:
C -1.99506 -0.24301 0.32738
O -0.82351 -0.21723 -0.34085
C -2.56412 -1.64906 0.53918
C -2.66657 -2.44126 -0.75709
H -2.75084 0.32912 -0.24797
H -1.99160 0.30024 1.28464
H -3.48548 -1.57709 1.12270
H -1.87749 -2.20104 1.18972
H -3.04153 -3.45549 -0.63475
H -1.64362 -2.54067 -1.12295
H -3.26248 -1.93122 -1.51559
C 1.26983 2.14490 -0.28782
C 2.05440 1.01197 0.37407
C 3.54993 1.16215 0.13198
O 1.68888 -0.25231 -0.16105
H 0.25359 2.14731 0.10542
H 1.25464 1.99172 -1.36726
H 1.71090 3.11928 -0.07135
H 1.84564 1.04314 1.45229
H 3.98402 1.90891 0.79782
H 3.74240 1.46459 -0.89839
H 4.02845 0.20045 0.31166
H 0.71962 -0.31539 -0.23178

---

Arrangement ii

Molecular formula: C6H15O2
Method: DFT, ωB97M-V with the def2-TZVPD basis set

E_LUMO (spin up / spin down) = 1.05 / 0.71 eV
Charge = 0
Expectation value of S² = 0.754
Molar mass = 119.2 g mol⁻¹
Multiplicity = 2
Highest occupied orbital energy (spin up / spin down) = -8.17 / -9.67 eV

Positions of all 23 atoms, in Å:
H 2.35126 1.19074 -0.46755
C 2.21339 0.33010 0.20077
C 1.39694 -0.74903 -0.49046
O 0.14024 -0.28499 -0.94664
H 1.72285 0.68331 1.11860
H 3.20548 -0.06292 0.46536
H 1.25385 -1.61757 0.17452
H 1.94865 -1.12031 -1.36776
C -1.02975 -0.63451 -0.13139
C -1.05959 -0.06277 1.26938
O -1.08002 1.33911 1.21929
C -1.05357 1.93634 2.48950
H -1.10741 -1.73437 -0.06402
H -1.89623 -0.26878 -0.70006
H -0.18705 -0.41304 1.85344
H -1.96143 -0.44719 1.78305
H -1.06614 3.02463 2.35124
H -1.93097 1.63752 3.09053
H -0.13919 1.65560 3.04289
C -0.41381 -1.08421 -3.67475
H -0.24572 -2.13734 -3.44852
H 0.34571 -0.52565 -4.22262
H -1.40750 -0.65467 -3.54479

---

Arrangement iii

Molecular formula: C6H15O2
Method: DFT, ωB97M-V with the def2-TZVPD basis set

E_LUMO (spin up / spin down) = 0.82 / -1.41 eV
Charge = 0
Expectation value of S² = 0.754
Molar mass = 119.2 g mol⁻¹
Multiplicity = 2
Highest occupied orbital energy (spin up / spin down) = -10.22 / -9.90 eV

Positions of all 23 atoms, in Å:
C -2.26995 -1.09777 0.03452
O -1.56550 -2.03657 0.70769
C -1.72128 0.33570 0.48647
C -0.19803 0.61634 0.31825
C 0.84867 -0.54835 0.13480
C 0.87801 -1.03820 -1.28003
C 2.21978 -0.17801 0.73563
H -3.33176 -1.15412 0.30915
H -2.00307 -1.30877 -0.99690
H -2.29298 1.04578 -0.18130
H -2.09865 0.45419 1.50022
H 0.23096 1.25109 1.07600
H -0.26109 1.19381 -0.61441
H 0.40905 -1.31223 0.80464
H 1.72263 -1.61699 -1.63313
H 0.68757 -0.34073 -2.10009
H 0.00119 -1.70514 -1.24170
H 2.83370 -1.09646 0.63472
H 2.32524 0.21276 1.73557
H 2.62991 0.54965 0.04245
H 1.53337 3.44585 -0.00895
H 1.15305 2.17599 -0.66948
O 1.16851 3.13046 -0.84807

---

Least stable of them? arrangement ii.

---

Arrangement i

Molecular formula: C3H10NS
Method: DFT, ωB97M-V with the def2-TZVPD basis set

E_LUMO = -5.98 eV
Charge = +1
Molar mass = 92.2 g mol⁻¹
Highest occupied orbital energy = -12.98 eV

Positions of all 15 atoms, in Å:
C 1.27081 -1.18833 3.11271
N 1.17722 -0.16246 2.35469
H 1.59042 -1.07646 4.14267
H 1.29209 -2.17585 2.65729
H 0.46226 0.02335 1.61864
H 1.48640 0.72065 2.76283
C -1.04761 -0.04000 -2.64250
C -0.46498 1.03933 -1.75824
S -0.98343 1.04450 0.03556
H -2.02363 0.17765 -3.05626
H -1.01344 -1.02527 -2.18114
H -0.35517 -0.06467 -3.48782
H 0.59828 0.94902 -1.57796
H -0.67654 2.02134 -2.16694
H -1.31267 -0.24279 0.18646

---

Arrangement ii

Molecular formula: C3H10NS
Method: DFT, ωB97M-V with the def2-TZVPD basis set

E_LUMO = -3.74 eV
SMILES = C[C@H]([NH3+])CS
Charge = +1
Molar mass = 92.2 g mol⁻¹
Highest occupied orbital energy = -13.21 eV

Positions of all 15 atoms, in Å:
C -0.47554 1.46206 -0.10212
C 0.02476 0.13075 0.33392
N 1.62414 0.09859 0.26721
C -0.57347 -0.91830 -0.58148
S -2.06278 -1.51412 0.43696
H -0.98735 1.45728 -1.08392
H 0.33589 2.20713 -0.06334
H -1.50056 1.71019 0.42331
H -0.06786 0.03721 1.39171
H 1.90860 -0.24701 -0.55027
H 2.04018 0.98511 0.37254
H 2.03992 -0.45566 1.00538
H -0.84757 -0.50211 -1.50700
H -0.06368 -1.82333 -1.05062
H -1.39468 -2.62779 0.70771

---

Least stable of them? arrangement i.